The following is a quantum chemistry calculation of a cluster of 8 separate species, C31H44Br4O15S3 in total at a distorted geometry, from the OMol25 dataset.

Summary:
**Spin multiplicity**: 1
**E_HOMO**: -9.65 eV
**SMILES string**: O=C1C=CC(=O)C=C1.O=C1C=CC(=O)C=C1.O=C1C=CC(=O)C=C1.CCOS(C)(=O)=O.CCOS(C)(=O)=O.CCOS(C)(=O)=O.BrCCBr.BrCCBr

Each line ends with the Löwdin charge.
Element x y z (Å)
Br1 -2.14886 -1.58791 0.60659  0.6825
C1 -0.59024 -1.72020 -0.61178  -0.6177
C2 0.24011 -0.46911 -0.55177  -0.6199
Br2 -0.83257 1.08981 -1.13650  0.7755
H1 -0.95142 -1.92907 -1.61484  0.0323
H2 0.03108 -2.53885 -0.25070  0.0494
H3 1.13237 -0.54618 -1.17017  0.0576
H4 0.56389 -0.30488 0.47516  0.0173
Br3 -3.06773 -3.19445 -3.80898  0.6363
C3 -3.86239 -1.71021 -2.80203  -0.6964
C4 -3.54669 -0.36751 -3.43078  -0.6385
Br4 -4.79774 1.01121 -2.70512  0.6464
H5 -3.58634 -1.71751 -1.74984  -0.0115
H6 -4.94843 -1.79318 -2.77734  0.0435
H7 -3.63643 -0.33863 -4.51160  0.0492
H8 -2.58673 0.04362 -3.13230  -0.0145
O1 -0.35458 1.28261 2.33836  -0.3112
S1 -0.19689 2.40078 3.22747  0.5977
O2 0.92735 3.28111 3.03543  -0.2792
O3 -1.50822 3.29284 3.29100  -0.2451
C5 -2.73553 2.65005 2.86798  -0.2519
C6 -2.93282 2.86970 1.38257  -0.0783
C7 -0.09471 1.78131 4.98023  -0.0664
H9 -3.57490 3.11972 3.38685  0.1234
H10 -2.78571 1.62098 3.23234  0.1179
H11 -3.88011 2.43257 1.07868  0.0894
H12 -2.03112 2.59673 0.83943  0.0033
H13 -3.00270 3.95045 1.24969  0.0833
H14 0.36368 0.80160 4.90735  0.0508
H15 -1.10167 1.83742 5.38540  0.0623
H16 0.50323 2.48229 5.55729  0.0633
O4 2.59334 -4.81657 0.36057  -0.2701
S2 3.11008 -3.47306 0.34713  0.6130
O5 2.69432 -2.53947 -0.67805  -0.2787
O6 2.75001 -2.82313 1.77535  -0.2798
C8 3.23812 -1.51875 2.04317  -0.2676
C9 2.11738 -0.74492 2.74927  -0.0590
C10 4.90530 -3.63171 0.46626  -0.1011
H17 3.58690 -0.93842 1.18570  0.1121
H18 4.10585 -1.49192 2.71046  0.1254
H19 2.14097 -0.97323 3.81546  0.0832
H20 1.10344 -0.90210 2.38649  0.0586
H21 2.29779 0.32647 2.62699  0.0748
H22 5.12654 -4.39864 -0.27470  0.0713
H23 5.18874 -3.98267 1.45291  0.0769
H24 5.38638 -2.70116 0.17568  0.0706
O7 -2.38919 -4.44434 2.76649  -0.2891
S3 -1.36823 -4.05671 3.70433  0.5969
O8 -1.54434 -2.84484 4.45923  -0.3034
O9 -1.12327 -5.26551 4.75384  -0.2727
C11 -0.56393 -4.93814 6.04333  -0.2681
C12 0.35851 -6.06491 6.45663  -0.0762
C13 0.32216 -4.07120 2.97616  -0.0996
H25 -1.31628 -4.89027 6.82858  0.1249
H26 0.00103 -4.01867 5.90042  0.1025
H27 0.81843 -5.76946 7.40427  0.0811
H28 1.22187 -6.24455 5.81392  0.0765
H29 -0.21174 -6.98446 6.57704  0.0815
H30 0.43750 -3.25127 2.26476  0.0315
H31 0.51638 -4.99944 2.44669  0.0741
H32 1.06546 -3.85928 3.74295  0.0656
C14 3.30927 2.81567 0.35239  0.0173
C15 1.97927 2.80897 0.17582  -0.0054
C16 1.16077 4.03391 -0.05983  -0.3900
O10 -0.02800 4.00141 -0.23371  0.0663
C17 1.98033 5.26865 0.06810  0.0245
C18 3.30788 5.29241 0.18976  0.0271
C19 4.11770 4.04934 0.32720  -0.3831
O11 5.32738 4.00418 0.38368  0.1046
H33 3.72297 1.87105 0.68062  0.1086
H34 1.46361 1.87120 0.33222  0.0624
H35 1.37060 6.15971 0.18423  0.1238
H36 3.76930 6.26491 0.30725  0.1194
C20 -4.63683 5.57087 -2.89244  0.0166
C21 -3.90930 5.98019 -3.94357  0.0297
C22 -2.61166 5.39369 -4.32447  -0.3948
O12 -1.95732 5.74385 -5.28980  0.1109
C23 -2.24504 4.25636 -3.51371  0.0097
C24 -2.87915 3.93052 -2.38041  -0.0228
C25 -4.14341 4.56972 -1.94184  -0.4085
O13 -4.69407 4.25586 -0.91048  0.0959
H37 -5.62654 5.92866 -2.62714  0.1238
H38 -4.50841 6.62215 -4.58128  0.1212
H39 -1.38799 3.63278 -3.74068  0.1239
H40 -2.42081 3.13583 -1.80152  0.0339
C26 0.15852 -2.07463 -6.02911  0.0089
C27 0.51919 -1.87027 -7.29345  0.0239
C28 1.86149 -1.40367 -7.64951  -0.3929
O14 2.18508 -1.00101 -8.74895  0.1132
C29 2.85046 -1.51374 -6.55482  0.0185
C30 2.49289 -1.77225 -5.29133  0.0289
C31 1.07652 -2.03093 -4.91371  -0.3817
O15 0.72424 -2.19690 -3.76314  0.1027
H41 -0.89488 -2.29385 -5.90043  0.0906
H42 -0.18413 -1.99166 -8.10947  0.1268
H43 3.89734 -1.46077 -6.82615  0.1214
H44 3.27603 -1.86696 -4.54973  0.1187

---

The following is a quantum chemistry calculation of a structure of composition C31H44BrN3OP2Zn at a distorted geometry, from the OMol25 dataset.

Summary:
**Relative energy (zero: lowest compared OMol25 entry of this formula, charge and spin)**: 429.1 kJ/mol
**Spin multiplicity**: 1
**E_HOMO (spin up / spin down)**: -13.00 / -13.00 eV
**Charge**: +2

Each line ends with the Löwdin charge.
Element x y z (Å)
C1 -0.45295 6.58265 -3.96295  -0.0124
C2 -0.58965 5.24497 -4.35764  -0.2145
C3 -0.93323 5.03039 -5.70089  -0.0168
C4 -1.08631 6.12062 -6.57592  -0.1105
N1 -0.92454 7.38544 -6.17654  0.0755
C5 -0.61803 7.61721 -4.89403  -0.1070
C6 -0.44748 4.11210 -3.42355  0.1113
C7 -0.49990 3.21962 -2.58115  0.0366
C8 -1.09503 2.32015 -1.64190  -0.2847
C9 -0.38289 1.89620 -0.49340  -0.1388
C10 -1.08917 1.02818 0.46833  -0.1442
C11 -2.58101 1.14351 0.47407  -0.6578
C12 -3.17137 1.37210 -0.77290  -0.0831
C13 -2.39685 1.88112 -1.85409  -0.0103
Zn1 0.13975 -0.05293 -1.12453  0.9068
P1 2.20159 -1.43272 0.92087  0.9937
H1 -1.12185 4.03506 -6.08363  0.1104
H2 -0.25278 6.85569 -2.94069  0.1115
H3 -1.35002 5.95417 -7.62875  0.1205
H4 -0.50539 8.66803 -4.60259  0.1214
H5 -2.89086 2.18148 -2.79101  0.1518
H6 0.52268 2.45225 -0.22516  0.1466
H7 -4.23415 1.14232 -0.88277  0.1345
H8 -0.64203 1.00914 1.46179  0.0766
C14 2.47174 -2.93803 2.00094  -0.3896
C15 3.25975 -4.05855 1.33374  -0.1386
H9 1.46723 -3.28631 2.30272  0.0716
H10 2.98185 -2.59136 2.92691  0.0966
H11 3.26940 -4.94095 1.98899  0.0923
H12 2.80710 -4.34839 0.37906  0.0546
H13 4.30617 -3.77427 1.15995  0.0679
C16 2.65651 -1.68545 -0.91380  -0.4400
C17 3.40206 -0.55699 -1.59139  -0.1528
H14 1.67436 -1.56247 -1.43123  -0.0229
H15 3.03285 -2.69145 -1.11522  0.0902
H16 3.19532 -0.65083 -2.67269  0.0918
H17 2.93291 0.40676 -1.28925  0.0626
H18 4.48838 -0.55038 -1.40612  0.0856
C18 3.68029 -0.46109 1.46178  -0.4363
C19 5.01008 -1.17680 1.29042  -0.1306
H19 3.50180 -0.26919 2.53279  0.0654
H20 3.64541 0.49594 0.91236  0.0732
H21 5.79939 -0.44953 1.51930  0.0931
H22 5.07473 -2.00148 2.00663  0.0692
H23 5.16402 -1.58600 0.28314  0.0671
Br1 -3.52510 1.07685 2.08366  0.9173
P2 -1.53961 -2.52430 -0.73157  1.0245
C20 0.05806 -3.39579 -0.77216  -0.4770
C21 0.23472 -4.70547 -1.55125  -0.1222
H24 0.56624 -3.44656 0.21931  0.0551
H25 0.68565 -2.73806 -1.38766  -0.0022
H26 1.27089 -4.79167 -1.92817  0.0817
H27 -0.01048 -5.57480 -0.93962  0.0796
H28 -0.43680 -4.64949 -2.41144  0.0701
C22 -2.82131 -3.26774 0.49935  -0.3358
C23 -4.26319 -3.76144 0.20057  -0.1279
H29 -2.91420 -2.38660 1.16163  0.0472
H30 -2.33106 -4.03624 1.12920  0.0917
H31 -4.82463 -3.83642 1.13991  0.0847
H32 -4.76955 -3.06570 -0.46520  0.0594
H33 -4.30256 -4.75809 -0.25478  0.0766
C24 -2.06865 -1.31670 -1.94136  -0.4789
C25 -2.51753 -1.59773 -3.39830  -0.1054
H34 -1.36574 -0.44296 -2.14633  0.0157
H35 -2.98297 -0.86900 -1.48205  0.0802
H36 -2.89050 -0.65081 -3.84690  0.0873
H37 -1.70071 -1.98089 -4.01757  0.0796
H38 -3.32997 -2.32807 -3.40955  0.0856
N2 -1.74818 1.71404 7.21817  0.1784
C26 -1.89715 1.04395 6.04599  -0.4939
O1 -2.96728 0.62820 5.61624  0.0405
C27 -0.61629 0.94080 5.26717  -0.1039
C28 0.42322 1.88188 5.36895  -0.0021
C29 1.43874 1.90958 4.41517  -0.0271
C30 1.38402 0.95202 3.40005  -0.1858
N3 0.53853 -0.06938 3.39708  0.0465
C31 -0.42261 -0.08650 4.31022  -0.0801
H39 -2.56821 1.86777 7.78297  0.1244
H40 -0.85504 1.78018 7.67453  0.1051
H41 0.43336 2.64746 6.14621  0.1210
H42 2.27902 2.61558 4.42805  0.1217
H43 2.07375 1.03282 2.58075  0.0592
H44 -1.13679 -0.90065 4.30879  0.1217

---

> What is the spin multiplicity in the first record?

1